1.
76
Properties=species:S:1:pos:R:3:forces:R:3:mulliken_charge:R:1 method="wB97M-V/def2-TZVPD" homo_energy_ev=-5.036 gap_ev=7.289 total_charge=-1
P 1.647 0.412 4.756 1.0 1.2 0.9 1.325
P 4.155 -0.800 3.199 3.7 1.0 -0.4 0.809
O 3.446 -1.087 -4.140 -0.1 0.0 -0.4 -0.367
O 3.410 -1.080 1.728 -0.1 0.0 1.7 -0.416
O -3.626 1.217 -3.629 0.0 -0.2 -0.2 -0.396
O -4.187 -0.407 -6.019 -0.2 0.2 0.2 -0.364
O 0.504 -2.968 4.421 0.7 -0.2 0.6 -0.401
O 5.584 -0.450 2.861 -1.3 -0.2 0.1 -0.819
O -0.421 0.458 -1.722 0.3 0.0 -0.1 -0.394
O -0.744 1.558 5.744 -0.7 -1.1 -1.2 -0.327
O 2.600 1.665 7.848 0.2 0.2 0.8 -0.574
O 1.485 -1.187 3.980 -0.2 -0.2 -0.3 -0.481
O 4.264 -2.198 4.120 -1.6 1.1 -1.8 -0.519
O 0.719 0.991 0.179 -1.4 -0.3 -0.5 -0.339
O 1.210 -2.299 -5.625 0.3 -0.1 0.1 -0.361
N 1.303 -2.196 4.867 -1.1 -0.2 -0.9 0.241
N 1.872 2.044 5.621 0.3 0.2 0.4 -0.810
C -0.052 0.280 5.645 -0.7 -0.1 1.0 -1.296
C -5.565 -0.309 -5.699 0.1 -0.1 -0.1 -0.730
C -2.760 1.106 -4.752 -0.2 0.3 0.0 0.124
C 0.920 1.315 3.252 -0.6 0.1 -1.2 -1.544
C -3.539 0.860 -6.035 0.3 -0.3 0.0 -0.672
C 0.176 -0.014 1.087 -1.2 -1.2 1.5 -0.789
C 2.001 -3.468 -5.761 -0.1 0.0 -0.1 -0.795
C 2.236 1.871 6.754 -0.1 0.1 -0.5 0.745
C 1.135 -1.843 -4.276 -0.2 0.3 -0.3 -0.331
C -3.682 0.021 -2.865 0.1 0.0 0.3 -0.586
C 3.469 0.637 4.135 -0.1 -0.5 0.0 -0.887
C -0.276 1.190 -0.787 -0.2 0.9 0.4 0.639
C 2.083 -0.682 -4.025 0.1 -0.3 0.4 -0.247
C -2.919 0.873 6.674 -0.6 0.2 -0.3 -1.159
C -1.230 2.400 -0.549 0.1 0.0 0.9 -1.100
C -0.235 0.561 2.492 -0.3 1.1 -0.9 -0.069
C 4.015 -0.732 -5.388 0.1 0.0 0.2 -0.761
C -2.127 1.427 5.424 -0.5 0.6 0.9 -0.032
H 1.939 -0.329 -3.000 -0.1 0.0 0.0 0.176
H -2.837 0.848 -6.875 0.0 0.0 0.0 0.396
H -0.717 -0.273 3.054 0.6 0.6 -0.3 0.210
H -2.295 0.820 4.495 0.2 0.4 0.8 0.132
H 4.133 0.761 5.037 -0.6 -0.5 -0.9 0.458
H -2.276 2.045 -0.328 1.1 0.0 -0.4 0.259
H -3.137 -0.223 6.631 0.4 0.8 0.1 0.266
H 1.437 -4.341 -5.413 0.1 -0.1 0.0 0.317
H -0.907 2.951 0.375 -0.2 -0.3 -1.1 0.373
H -2.230 2.059 -4.843 0.0 0.0 0.0 0.387
H 1.867 0.152 -4.701 0.0 -0.1 -0.1 0.291
H -0.773 -0.426 0.634 1.0 0.3 0.3 0.256
H -0.730 -0.501 5.211 0.4 0.6 0.2 0.644
H -4.262 1.664 -6.213 0.0 0.0 0.1 0.329
H -5.926 -1.306 -5.446 0.1 0.0 -0.1 0.237
H -2.014 0.322 -4.591 -0.1 0.0 0.0 -0.103
H 0.141 -0.031 6.716 0.1 0.0 -1.1 0.519
H 0.554 2.316 3.606 0.3 -1.1 -0.1 0.431
H 2.221 -0.280 5.903 -0.1 0.0 -0.3 0.246
H -2.519 2.467 5.232 0.5 -0.9 0.1 0.363
H -5.742 0.352 -4.848 0.0 0.0 0.0 0.325
H -3.793 -0.864 -3.495 0.0 0.0 0.0 0.389
H -6.122 0.057 -6.568 -0.1 0.0 0.0 0.322
H 3.353 -0.970 -6.224 0.0 0.0 0.0 0.324
H -1.306 3.062 -1.444 0.3 -0.6 0.7 0.366
H 3.961 -0.571 1.103 -0.1 -0.3 0.3 0.271
H -3.916 1.390 6.756 0.8 -0.5 -0.1 0.373
H -2.775 -0.072 -2.260 0.0 -0.1 0.0 0.080
H 1.698 1.561 2.474 -0.6 -0.4 0.9 0.472
H 4.943 -1.292 -5.509 0.0 0.0 0.1 0.255
H 4.247 0.338 -5.399 0.0 0.0 -0.1 0.313
H 1.329 -2.663 -3.577 0.1 0.1 0.0 0.326
H 0.110 -1.498 -4.112 0.0 0.0 0.1 0.218
H 3.608 1.588 3.550 -0.1 -1.2 0.2 0.387
H 2.232 -3.601 -6.819 -0.1 0.0 0.0 0.251
H 3.806 -2.913 3.634 0.2 0.3 0.5 0.311
H -4.543 0.082 -2.198 0.0 0.1 -0.1 0.269
H 0.841 -0.895 1.249 0.0 1.0 -0.5 0.331
H 2.939 -3.395 -5.206 0.0 0.0 0.0 0.341
H -2.356 1.133 7.604 -0.3 -0.3 -0.8 0.260
H -1.057 1.312 2.288 0.7 -0.7 0.2 0.313



2.
64
Properties=species:S:1:pos:R:3:forces:R:3:mulliken_charge:R:1 method="wB97M-V/def2-TZVPD" homo_energy_ev=-6.931 gap_ev=7.580
Ta -0.369 0.134 0.627 -1.2 -0.7 -1.5 0.963
N -1.951 1.382 0.774 -0.1 -0.7 0.2 0.484
N -1.097 -1.457 1.643 0.1 0.8 0.8 0.468
N 0.761 -1.070 -0.695 0.3 0.6 1.4 0.530
N -0.265 0.787 -1.343 0.5 0.6 1.4 0.304
C -0.583 1.913 -2.204 -0.5 -0.6 0.1 0.657
C 3.078 1.251 1.055 0.1 0.2 -0.5 -1.350
C -2.270 2.211 1.940 0.0 0.0 0.0 -1.342
C 2.763 -2.296 0.139 0.7 -0.1 0.3 -1.393
C -2.437 -1.470 2.215 -0.1 -0.1 -0.1 -1.041
C 2.832 1.240 3.554 -0.3 0.2 -0.2 -1.705
C 0.771 1.130 2.090 0.9 0.4 0.3 -1.753
C -3.067 1.384 -0.176 -0.1 0.3 -0.1 -0.966
C 2.249 0.741 2.223 0.3 -0.4 0.5 1.739
C -0.303 -2.557 2.179 0.0 0.0 -0.4 -1.143
C 0.279 -0.399 -1.809 -0.9 -1.2 -4.0 -0.764
C -2.720 -2.005 -1.158 0.1 0.9 -0.8 -0.645
C 2.113 -2.481 -2.250 0.2 -0.2 0.0 -1.557
C 0.162 1.877 -3.532 -0.1 0.3 -0.1 -1.500
C 1.591 -2.268 -0.830 -0.9 -0.4 0.0 0.447
C -0.388 3.245 -1.497 0.1 0.5 0.0 -1.395
C -0.995 -1.391 -2.775 1.6 1.0 0.9 -0.827
C -2.335 -1.261 -2.234 -0.4 -1.2 1.0 -0.499
H 0.661 3.428 -1.213 -0.2 -0.2 -0.1 0.280
H 4.143 1.040 1.209 -0.2 0.0 0.0 0.411
H -0.135 2.752 -4.121 0.1 -0.1 0.1 0.466
H 2.257 0.863 4.408 0.1 0.0 -0.1 0.375
H -0.847 -0.937 -3.755 -0.2 -0.4 -0.1 0.490
H -3.026 0.541 -0.878 0.2 0.4 0.4 -0.224
H 0.746 -2.492 1.861 -0.4 0.0 0.1 0.120
H 0.710 2.205 1.853 0.0 0.0 0.2 0.539
H 0.921 -3.105 -0.557 0.4 -0.2 -0.2 0.111
H 3.887 0.967 3.680 -0.2 0.1 0.0 0.430
H 3.334 -3.241 0.036 -0.3 0.4 -0.1 0.426
H -1.573 2.083 2.777 -0.1 -0.1 -0.3 0.272
H -3.004 -0.544 -2.727 0.2 -0.1 0.5 0.401
H 1.312 -2.496 -2.988 0.2 0.0 0.0 0.377
H 2.771 0.790 0.103 0.0 0.1 0.3 0.080
H 2.353 -0.354 2.217 -0.1 0.1 0.1 -0.388
H 2.735 2.333 3.551 0.2 -0.1 0.2 0.361
H -2.989 -0.562 1.948 0.1 -0.2 0.1 0.107
H -3.002 -2.333 1.834 0.0 0.0 0.1 0.322
H 0.222 0.947 3.034 0.2 0.1 -0.2 0.413
H -3.276 1.956 2.308 0.2 0.1 0.0 0.418
H -4.015 1.304 0.382 0.1 0.0 -0.2 0.470
H -1.658 1.824 -2.415 -0.1 0.2 -0.4 0.080
H -0.103 0.992 -4.112 0.2 0.1 0.0 0.294
H -2.067 -2.801 -0.797 -0.1 0.3 0.0 0.137
H 2.967 2.341 0.937 0.0 -0.2 0.1 0.345
H -3.641 -1.823 -0.602 0.1 -0.2 -0.3 0.282
H 3.471 -1.466 -0.029 -0.3 -0.2 -0.1 0.230
H -1.004 3.315 -0.595 0.1 -0.1 -0.1 0.106
H -0.700 -3.520 1.822 0.1 0.0 0.1 0.337
H 1.245 1.921 -3.385 -0.1 -0.1 0.0 0.290
H -2.401 -1.547 3.315 0.0 0.0 -0.2 0.346
H -0.519 -2.366 -2.659 -0.5 0.0 -0.3 0.612
H 0.886 -0.371 -2.752 0.4 0.4 1.2 0.656
H -0.691 4.062 -2.172 0.1 -0.2 0.2 0.406
H 2.624 -3.451 -2.317 0.0 0.3 0.1 0.439
H 2.824 -1.689 -2.518 -0.1 -0.2 0.0 0.324
H -0.321 -2.561 3.283 0.0 0.0 -0.3 0.340
H 2.449 -2.247 1.185 0.1 0.1 -0.2 0.197
H -2.265 3.282 1.680 -0.1 -0.1 0.0 0.319
H -3.100 2.317 -0.770 -0.1 -0.2 0.3 0.294



3.
79
Properties=species:S:1:pos:R:3:forces:R:3:mulliken_charge:R:1 method="wB97M-V/def2-TZVPD" homo_energy_ev=-10.194 gap_ev=10.519 smiles="C[N+](=O)[O-].COC(=O)OC.COC(=O)OC.COC(=O)OC.COC(=O)OC.COC(=O)OC.CO.CO"
O -1.305 -5.137 -2.223 0.0 -0.3 0.3 -0.363
O -2.139 1.988 -0.950 0.5 0.6 0.5 -0.555
O 0.966 0.176 3.988 -0.1 -0.1 0.0 -0.580
O 4.249 -4.170 -3.359 -0.3 0.1 0.4 -0.336
O 3.528 0.594 -1.938 0.1 -0.5 0.1 -0.681
O -2.368 -0.027 -1.569 0.0 -0.3 0.1 -0.526
O 3.163 -2.859 -4.869 0.3 -0.2 -0.2 -0.578
O -4.869 0.019 4.526 -0.3 0.3 -0.1 -0.364
O 3.728 2.645 -1.037 -0.1 0.8 0.3 -0.365
O -4.247 -0.414 2.537 -0.5 -0.4 -0.1 -0.335
O -2.638 5.338 1.562 0.0 1.1 -0.2 -0.349
O 2.216 2.322 -2.516 -0.6 0.7 0.3 -0.341
O 2.287 -1.153 -0.017 -0.7 -0.1 0.2 -0.354
O -2.010 5.140 3.594 -0.5 1.1 0.4 -0.380
O -1.219 -2.871 -2.313 0.1 -0.1 0.2 -0.531
O 2.611 -2.945 -2.702 0.3 -0.2 1.0 -0.261
O -0.979 3.858 2.098 -0.3 0.3 -0.7 -0.515
O -3.056 -4.049 -1.709 0.0 -0.6 0.0 -0.369
O -2.799 0.683 3.864 0.0 0.3 0.4 -0.528
N -1.729 0.855 -1.027 -0.9 -0.8 -1.0 1.003
C 1.650 1.671 -3.638 0.3 -0.9 -1.0 -0.808
C -3.445 -0.263 1.370 -0.1 0.7 0.0 -0.077
C 1.586 -1.960 -2.871 0.3 -0.1 -1.1 -0.338
C 0.039 -5.259 -2.645 0.9 0.5 -0.5 -0.452
C 5.056 -4.740 -4.350 1.3 -0.1 -1.1 -0.724
C 4.857 2.205 -0.298 0.4 -1.3 0.5 -0.563
C -0.383 0.483 -0.554 0.5 0.5 0.1 1.158
C 3.329 -3.286 -3.756 -0.4 0.4 -0.1 0.747
C 2.606 -0.720 1.301 0.7 0.8 -1.1 -0.826
C 3.180 1.741 -1.827 0.1 0.0 -0.4 1.079
C -1.785 -3.905 -2.077 -0.5 0.1 -0.6 0.840
C -3.866 0.165 3.675 0.4 -0.3 -0.8 0.752
C -1.800 4.708 2.361 0.8 -1.0 0.7 0.863
C -2.607 5.033 0.179 -0.3 -1.9 -0.8 -0.502
C -3.917 -2.945 -1.616 -1.1 1.2 0.2 -0.540
C -1.204 4.616 4.653 -0.4 -0.6 -0.6 -0.446
C -4.689 0.475 5.847 0.3 -0.3 1.2 -0.654
C 0.517 1.416 3.452 -0.2 0.3 1.0 0.068
H -5.612 0.207 6.359 0.1 0.1 0.0 0.234
H 5.571 1.740 -0.977 0.1 0.2 0.1 0.294
H -3.031 4.028 0.088 0.0 0.1 -0.2 0.185
H 0.129 -5.159 -3.731 -0.3 0.0 0.0 0.291
H -0.289 1.797 4.081 -0.1 -0.3 -0.1 0.073
H -3.864 0.561 0.791 0.1 0.1 0.0 0.350
H 1.708 2.373 -4.466 -0.1 0.0 0.0 0.328
H 2.020 -1.059 -3.309 0.0 -0.2 0.2 0.018
H -3.527 -1.989 -1.956 0.6 -0.2 0.2 0.205
H -2.419 -0.030 1.648 0.1 -0.2 -0.1 0.194
H -3.862 -0.053 6.331 0.0 -0.1 -0.1 0.312
H 4.565 1.441 0.428 -0.1 0.0 -0.2 0.171
H 5.489 -4.011 -5.043 -0.5 0.2 0.1 0.319
H -1.520 3.581 4.789 0.3 0.0 0.3 0.124
H 5.932 -5.178 -3.872 -0.4 -0.2 0.3 0.269
H -0.150 4.664 4.390 0.0 0.0 0.1 0.277
H -4.494 1.537 6.001 -0.1 0.1 -0.7 0.280
H -4.278 -2.859 -0.589 0.3 0.0 0.1 0.209
H -1.625 4.958 -0.289 0.2 0.3 0.5 0.243
H 0.103 1.299 2.452 0.3 0.2 -0.1 -0.301
H -1.444 5.205 5.531 0.1 0.1 0.0 0.230
H 2.747 -0.593 -0.656 0.2 -0.1 0.1 0.281
H 3.651 -1.006 1.467 -0.2 -0.1 0.7 0.337
H 0.295 0.993 -1.238 0.1 0.1 0.2 -0.243
H 1.884 -1.088 2.024 0.2 -0.4 -0.1 0.428
H 0.674 -4.479 -2.226 -0.1 -0.1 0.2 0.076
H 0.620 1.331 -3.527 -0.1 0.4 0.6 0.255
H 1.921 0.146 3.911 0.0 0.0 0.0 0.308
H -0.217 -0.585 -0.624 -0.4 0.0 0.1 0.146
H 1.300 2.171 3.561 0.0 0.0 -0.7 0.418
H -3.235 5.687 -0.419 0.0 0.5 0.6 0.292
H -4.834 -3.072 -2.198 0.3 -0.7 -0.2 0.334
H -0.263 0.885 0.448 0.1 0.0 0.0 -0.975
H 2.203 0.767 -3.903 0.2 0.3 0.1 0.364
H 1.160 -1.760 -1.897 0.0 -0.2 -0.1 -0.078
H 0.432 -6.235 -2.377 -0.3 -0.1 0.2 0.312
H -3.548 -1.145 0.747 0.2 -0.2 0.3 -0.185
H 5.312 2.990 0.296 -0.3 0.5 -0.5 0.287
H 4.548 -5.496 -4.951 -0.2 0.0 0.2 0.284
H 0.871 -2.372 -3.577 -0.3 0.2 0.2 0.652
H 2.563 0.380 1.334 0.0 0.0 0.2 0.134



4.
65
Properties=species:S:1:pos:R:3:forces:R:3:mulliken_charge:R:1 method="wB97M-V/def2-TZVPD" homo_energy_ev="-20.345 / -20.346" gap_ev="4.446 / 4.449" total_charge=+4
Zr -0.202 -0.407 0.567 -1.0 0.8 -0.1 0.293
P 1.939 -0.495 -0.972 2.4 0.0 -1.7 1.428
P -1.020 2.078 -0.250 -0.6 1.8 0.0 1.073
P 1.535 0.703 2.284 1.3 0.9 1.5 1.393
O -1.710 0.131 2.237 0.8 1.1 -1.6 -0.387
O -1.606 -0.959 -0.960 0.4 1.8 1.5 -0.456
C 3.051 -0.249 2.656 0.0 -0.4 -0.4 -1.173
C -2.292 -0.556 3.364 -0.4 -0.4 1.2 -0.856
C -1.536 3.165 1.136 0.2 -0.3 0.4 -1.629
C -1.981 -1.583 -2.165 -0.5 -0.5 -1.9 1.259
C 3.242 0.813 -0.978 -0.2 0.4 0.5 -1.328
C -3.069 -1.048 -2.856 0.6 -0.2 -0.2 -0.714
C 2.856 -2.036 -0.568 -0.2 -0.3 0.7 -1.321
C 2.184 2.391 1.991 -0.1 0.1 -0.6 -1.213
C -2.577 2.070 -1.219 -0.1 -0.3 0.1 -1.653
C -2.487 -2.471 -4.733 -0.1 -0.2 -0.1 -0.651
C 0.311 -2.403 2.050 -2.6 -2.6 -1.0 -0.455
C 0.897 0.935 3.985 -0.6 -0.2 -0.1 -1.326
C 1.753 -0.703 -2.788 -0.9 0.1 -0.1 -1.290
C -0.747 -2.751 1.166 2.2 -1.4 3.1 -0.637
C -1.471 -3.067 -3.983 0.1 0.1 0.4 -0.631
C 0.011 3.171 -1.287 0.6 -0.4 -0.1 -1.367
C -1.182 -2.594 -2.693 0.0 0.1 -0.1 -0.473
C -3.283 -1.471 -4.169 -0.1 0.1 0.3 -0.801
H -0.742 3.267 1.892 -0.3 0.1 -0.2 0.375
H 0.120 -2.167 3.107 -0.2 0.5 -0.5 0.447
H 0.433 2.601 -2.132 -0.1 0.3 0.2 0.415
H -0.635 3.973 -1.680 0.2 -0.3 0.2 0.570
H 1.324 -2.770 1.850 -0.1 0.5 -0.3 0.417
H 2.695 -1.093 -3.205 -0.3 0.2 0.3 0.574
H -2.544 1.405 -2.090 0.0 0.3 0.0 0.571
H 0.496 -0.003 4.386 0.2 0.3 0.1 0.300
H 1.732 1.267 4.617 -0.2 -0.1 -0.2 0.576
H 0.931 -1.395 -3.014 0.4 0.2 -0.1 0.347
H 2.770 1.796 -1.118 0.2 -0.2 0.0 0.344
H -2.426 -1.601 3.075 -0.1 0.3 0.2 0.341
H -1.998 -0.017 -0.934 -0.2 -1.5 -0.6 -0.231
H 1.536 0.267 -3.255 0.0 -0.2 0.1 0.404
H 2.790 -1.294 2.854 0.2 0.2 0.1 0.369
H 3.938 0.652 -1.815 -0.3 -0.2 0.2 0.529
H 3.550 -1.882 0.274 -0.3 -0.1 -0.3 0.306
H -2.676 -2.812 -5.758 0.1 0.2 0.5 0.445
H -2.707 3.096 -1.588 -0.1 -0.2 0.1 0.596
H 0.828 3.611 -0.697 -0.2 -0.1 -0.2 0.384
H -2.458 2.779 1.613 0.3 0.3 -0.2 0.611
H -0.553 -3.425 0.323 0.2 0.7 -0.3 0.472
H -1.794 -2.791 1.497 0.3 0.6 -0.1 0.274
H -3.428 1.825 -0.574 0.0 0.0 -0.2 0.456
H -3.684 -0.280 -2.404 -0.2 -0.1 -0.1 0.747
H -4.085 -0.999 -4.732 0.1 -0.2 0.0 0.463
H -1.618 -0.479 4.229 -0.3 0.0 -0.3 0.298
H -1.922 1.093 2.265 0.1 -0.7 0.3 0.013
H 2.146 -2.829 -0.290 0.3 0.0 -0.2 0.372
H 2.879 2.635 2.808 -0.2 -0.1 -0.2 0.517
H -0.889 -3.891 -4.398 -0.1 0.3 0.1 0.461
H 3.767 -0.220 1.825 -0.1 0.0 0.3 0.358
H -0.316 -2.972 -2.143 -0.3 -0.1 -0.1 0.456
H 0.109 1.700 4.003 0.2 -0.2 0.1 0.362
H 3.422 -2.367 -1.451 -0.2 0.2 0.2 0.486
H 3.818 0.826 -0.042 -0.2 0.0 -0.3 0.443
H 3.513 0.186 3.552 -0.1 -0.1 -0.2 0.537
H 2.715 2.453 1.033 -0.1 0.1 0.3 0.296
H -3.259 -0.093 3.599 0.3 -0.3 -0.1 0.388
H -1.760 4.158 0.719 0.0 -0.2 0.2 0.480
H 1.365 3.121 1.983 0.3 -0.1 0.1 0.347



The calculation returns the following calculated total energy values, one per record and in order: -2480.69356; -986.40578; -2194.63686; -1930.45294 Ha.
The calculation returns the following molecular weight values, one per record and in order: 555.5; 494.5; 575.5; 473.7 g/mol.